57
Properties=species:S:1:pos:R:3:forces:R:3 method="wB97M-V/def2-TZVPD" e_tot_ha=-1209.995271 homo_ev=-9.6 smiles=COCCNCCOC.OCCO.OCCO.OCCO.O
C -0.3074 -2.6102 -4.4567 -0.7 1.8 -0.2
O 0.8086 -2.2236 -3.6858 -0.6 -1.4 0.6
C 1.3207 -3.3879 -2.9641 1.0 1.2 -2.3
C 2.0746 -2.8079 -1.8123 -0.1 -3.0 1.3
N 1.1786 -2.3161 -0.8010 -0.9 1.3 0.3
C 0.5827 -3.2917 0.1184 1.4 0.5 0.0
C -0.7554 -2.7157 0.5805 0.3 1.6 0.1
O -1.5572 -2.2232 -0.5171 1.5 -1.0 0.2
C -2.7873 -1.6891 -0.0948 -0.2 -1.9 -1.0
H -0.7490 -1.6884 -4.9215 0.3 -0.9 0.6
H -1.0426 -3.1514 -3.8851 -0.6 0.2 0.8
H -0.1084 -3.2985 -5.2348 1.0 -0.7 -1.2
H 1.9815 -3.8762 -3.6952 0.2 -0.1 0.3
H 0.5601 -4.1312 -2.7576 -0.5 0.2 0.6
H 2.7215 -2.0545 -2.1206 1.0 1.5 -0.9
H 2.7453 -3.5893 -1.3814 -0.4 0.4 -0.1
H 0.3681 -1.9362 -1.3168 0.5 0.2 0.3
H 1.3602 -3.5524 0.9398 -1.7 0.6 -0.9
H 0.4308 -4.1996 -0.4338 -0.4 -0.9 -0.2
H -0.5912 -1.8311 1.2601 -0.1 -0.9 -0.3
H -1.2783 -3.4980 1.0708 -0.7 -0.6 0.8
H -2.6434 -0.9399 0.6208 0.0 1.0 1.5
H -3.4782 -2.5107 0.1839 0.3 0.5 0.4
H -3.2004 -1.2376 -0.9590 -0.5 0.6 -0.9
C -3.3836 3.2617 0.5596 -0.1 1.5 2.0
C -2.5019 3.0204 -0.6378 0.2 2.9 -0.3
O -2.5172 1.7577 -1.1194 -1.5 -1.3 -1.4
O -4.7756 3.3309 0.2978 0.4 0.5 0.6
H -3.2369 4.2810 1.0044 0.5 -0.6 -0.7
H -3.1165 2.6212 1.4580 -0.5 -0.1 -1.2
H -1.4691 3.3211 -0.3867 -0.2 0.1 0.1
H -2.8493 3.7300 -1.4582 0.3 -0.7 0.9
H -1.8330 1.2741 -0.6956 1.3 -1.0 0.7
H -5.0403 2.5872 -0.2043 -0.4 -1.3 -0.8
C 3.3706 0.4631 -0.0603 0.9 -1.0 -2.6
C 3.7657 1.7230 0.6545 -2.3 -0.6 -1.6
O 2.6579 2.6528 0.5649 0.9 0.3 0.1
O 2.1874 -0.0609 0.4753 -0.1 -1.4 -0.4
H 4.2254 -0.2990 -0.0431 -0.9 0.9 0.3
H 3.2185 0.6752 -1.1928 0.2 -0.1 1.6
H 4.6380 2.0847 0.1724 0.7 0.9 -0.2
H 3.9151 1.4554 1.6445 0.6 -0.2 2.2
H 1.8402 2.1507 0.6619 -0.1 -0.4 -0.3
H 1.9450 -0.9102 -0.0623 -0.1 0.9 0.9
C -0.0250 1.6761 3.6637 0.8 -0.7 -0.9
C 0.5128 2.9958 3.1291 -1.2 1.1 0.1
O 1.8989 3.0757 3.1650 0.4 0.1 0.2
O -1.1993 1.3064 2.9022 0.6 -0.7 1.3
H -0.1979 1.8460 4.7446 -0.1 -1.0 -0.5
H 0.6900 0.8314 3.3848 -0.7 1.2 1.0
H 0.0325 3.8406 3.7405 0.8 -0.9 -0.7
H 0.1039 3.0902 2.1098 0.3 0.1 0.1
H 2.2382 3.0436 2.2511 0.1 0.2 0.2
H -1.8876 1.9212 3.0755 -1.0 0.8 0.2
O -0.4057 0.8827 0.4798 -1.2 -0.1 1.2
H -0.8031 0.7881 1.3999 0.2 0.7 -1.3
H 0.3684 0.3424 0.5846 1.1 -0.4 -0.6

22
Properties=species:S:1:pos:R:3:forces:R:3 method="wB97M-V/def2-TZVPD" e_tot_ha=-532.880446 homo_ev="-7.3 / -7.3"
C 1.2568 -0.9030 -1.1402 -0.1 0.4 -0.3
C 2.2710 -0.6618 -0.1119 0.0 0.0 0.0
C -0.9066 -0.7032 -0.0848 0.2 0.5 0.1
N -0.9508 -1.6477 0.8864 -0.1 -0.1 0.0
N 1.0469 -0.0638 -2.1423 -0.1 -0.2 0.4
O -1.6175 -0.7141 -1.0816 0.0 -0.1 0.0
H 0.8195 -1.8843 -1.2526 -0.1 0.0 0.0
H -1.6974 -2.3322 0.9103 0.1 0.1 0.0
H -0.4432 -1.4605 1.7376 0.0 0.0 -0.1
H 0.1938 -0.1993 -2.6714 0.0 -0.1 0.0
H 1.2939 0.9067 -1.9853 0.1 -0.1 0.0
H 2.6407 -1.5960 0.3077 0.0 0.0 0.0
H 1.8020 -0.0580 0.7050 -0.1 0.0 -0.1
H 3.1017 -0.0629 -0.4912 -0.1 0.0 0.0
C -1.7634 1.3649 1.2856 0.1 0.0 -0.1
C -0.3596 1.0796 0.7279 0.0 -0.1 -0.1
O -0.1107 1.8458 -0.4414 0.0 -0.2 0.2
O 0.5843 0.9589 1.5301 -0.1 0.0 -0.2
H -0.8980 1.7784 -0.9989 0.0 0.0 0.1
H -2.5471 1.2769 0.5333 0.0 0.0 0.0
H -1.9737 0.6876 2.1095 0.0 0.0 0.0
H -1.7426 2.3880 1.6681 0.0 0.0 0.0

94
Properties=species:S:1:pos:R:3:forces:R:3 method="wB97M-V/def2-TZVPD" e_tot_ha=-1828.451181 homo_ev=-8.5
C -0.3479 8.5312 -2.8630 -0.2 0.5 0.1
C 0.2537 8.1577 -1.5119 0.2 0.1 -0.5
N 1.0203 6.8994 -1.5132 -0.4 0.8 0.2
C 0.2719 5.8364 -2.1744 -0.2 -0.4 0.7
C 0.9354 4.4594 -2.1429 -0.6 -0.1 -0.7
C 1.3120 6.5351 -0.1198 1.3 -0.5 -0.2
C 2.7611 6.0105 -0.0059 0.3 -0.6 0.5
H 0.3637 8.5222 -3.6891 0.1 -0.5 0.1
H -0.6983 9.5672 -2.8481 -0.1 -0.1 0.3
H -1.2205 7.9130 -3.0686 0.1 0.0 -0.3
H 0.9192 8.9643 -1.1987 0.1 -0.1 0.1
H -0.5584 8.1062 -0.7703 -0.1 0.0 0.0
H -0.6982 5.7423 -1.6477 -0.2 -0.1 -0.3
H 0.0750 6.0898 -3.2128 0.1 0.2 0.1
H 1.9745 4.5261 -2.4624 0.1 -0.1 0.3
H 0.7696 3.8848 -1.2321 0.5 0.3 0.3
H 0.4150 3.8432 -2.8832 0.1 0.1 -0.1
H 0.6175 5.7442 0.1845 0.0 0.1 0.2
H 1.2157 7.3303 0.6200 -0.3 0.5 -0.5
H 3.4366 6.3462 -0.7910 -0.5 0.1 -0.4
H 2.7377 4.9185 -0.0112 0.3 0.0 -0.1
H 3.3014 6.3063 0.9000 -0.5 0.0 0.2
C -2.5815 -3.6298 -5.0679 -0.9 -0.4 -0.8
C -1.5092 -2.6765 -4.5945 -0.1 -0.5 -0.3
N -1.7055 -2.2962 -3.1986 0.9 -0.1 -0.4
C -2.7926 -1.3399 -3.0349 -0.1 0.4 -0.1
C -3.2873 -1.2932 -1.5962 -0.3 -0.7 -0.1
C -0.4501 -1.7038 -2.6989 -0.2 0.9 0.1
C 0.5799 -2.7216 -2.2451 -0.4 -0.1 -0.6
H -2.4316 -3.9044 -6.1175 0.2 0.0 0.1
H -3.6056 -3.2419 -5.0552 0.2 0.4 0.1
H -2.6662 -4.5606 -4.5049 0.5 0.1 0.2
H -0.5398 -3.1519 -4.7737 0.0 -0.3 0.7
H -1.3904 -1.8270 -5.2885 -0.6 0.4 0.2
H -2.4589 -0.3502 -3.3891 0.0 0.1 0.2
H -3.6476 -1.5772 -3.6711 0.2 -0.3 -0.1
H -3.9260 -2.1616 -1.4078 0.0 0.0 -0.1
H -2.4683 -1.4173 -0.8882 0.0 0.5 0.1
H -3.9019 -0.4110 -1.4241 0.3 0.1 0.2
H -0.7275 -1.0079 -1.9041 0.2 -0.2 0.2
H -0.0303 -1.0297 -3.4636 0.1 -0.1 -0.1
H 0.9653 -3.2405 -3.1270 -0.2 -0.3 0.1
H 0.0465 -3.4158 -1.5953 0.4 -0.2 0.1
H 1.4666 -2.2895 -1.7844 -0.2 0.2 0.3
C 0.7314 -3.8810 1.7091 -0.5 -0.5 -0.4
C -0.2769 -4.9612 1.3115 0.0 0.1 0.0
N -0.3441 -6.0440 2.3018 -1.1 0.2 0.2
C -1.2517 -7.0549 1.7471 -0.4 -0.8 -1.4
C -0.5710 -7.8565 0.6297 0.1 -0.4 0.1
C -0.9007 -5.4989 3.5453 -0.6 0.1 1.3
C -1.2551 -6.5340 4.6224 -0.1 0.1 0.0
H 0.6214 -3.0976 0.9601 0.7 0.1 0.0
H 1.7188 -4.3363 1.7538 0.2 0.3 -0.4
H 0.5840 -3.4385 2.6920 -0.4 0.0 0.0
H -1.2809 -4.5637 1.0646 -0.1 0.3 0.8
H -0.0684 -5.3765 0.3209 0.8 -0.1 0.3
H -1.6655 -7.8071 2.4114 0.6 0.2 0.7
H -2.1764 -6.6327 1.3175 0.1 0.5 0.1
H -0.3492 -7.2650 -0.2571 0.3 0.0 0.1
H 0.3201 -8.3260 1.0519 0.2 0.3 -0.3
H -1.1622 -8.6997 0.2622 -0.4 0.2 0.2
H -1.7757 -4.8453 3.3763 -0.3 -0.4 -0.4
H -0.2716 -4.8001 4.1053 0.8 -0.2 -0.7
H -1.9601 -7.2866 4.2864 0.1 -0.2 -0.1
H -1.7521 -6.0532 5.4694 0.1 0.2 -0.1
H -0.3592 -7.0049 5.0276 0.0 -0.2 -0.2
C -0.7678 -0.2001 1.5989 0.5 -0.6 -0.4
C -0.4606 0.7278 0.5071 -0.1 0.4 0.7
N -0.1601 1.4599 -0.3265 -0.1 -0.1 0.0
H -0.1229 -1.0578 1.3912 -0.3 -0.3 0.1
H -1.8183 -0.4738 1.6170 0.0 0.0 -0.2
H -0.4898 0.1302 2.5955 0.1 0.6 -0.2
C 0.3610 0.4020 6.1000 0.0 0.2 0.0
C 1.5563 0.7037 5.3102 -0.1 -0.4 0.1
N 2.4611 0.9693 4.6564 0.0 0.0 0.0
H 0.2761 1.1472 6.8897 -0.2 0.1 -0.1
H 0.3541 -0.5674 6.5934 0.4 -0.1 -0.2
H -0.4946 0.4356 5.4262 -0.1 0.2 0.2
C -1.3840 4.3592 1.5691 0.8 -0.5 -0.9
C -1.8796 3.2168 2.3323 0.0 0.7 0.3
N -2.2231 2.3027 2.9333 -0.1 -0.1 0.0
H -1.5343 4.1055 0.5166 -0.2 0.2 0.0
H -0.2958 4.4101 1.6525 0.0 -0.2 0.3
H -1.7444 5.3601 1.7803 -0.5 -0.3 0.3
C 4.9437 0.3478 -0.7380 1.3 -0.7 1.5
S 3.2134 0.1412 -0.2883 -0.4 0.9 0.3
O 3.0615 -0.8411 0.8345 0.4 0.4 -0.6
C 3.1785 1.7978 0.4973 0.0 -0.2 1.5
H 5.5288 0.2903 0.1929 -0.4 0.0 0.2
H 5.2011 1.3470 -1.0789 -0.4 -0.2 -0.8
H 5.3429 -0.5052 -1.2841 -0.3 0.3 -0.7
H 3.8250 1.7610 1.3835 0.4 -0.3 -0.3
H 2.2203 1.9553 0.9936 -0.3 0.0 -0.7
H 3.5016 2.6514 -0.0926 -0.3 -0.2 -0.5

15
Properties=species:S:1:pos:R:3:forces:R:3 method="wB97M-V/def2-TZVPD" e_tot_ha=-533.037090 multiplicity=2 homo_ev="-5.4 / -5.4"
O 0.8781 -0.9299 -1.4845 1.3 -1.2 1.3
C 0.0362 -0.0422 -2.0890 0.1 -1.6 -0.7
C -1.0462 0.9237 -1.6506 -0.4 -1.6 1.0
H -0.8084 -0.7679 -2.3561 0.8 0.4 -2.3
H 0.7638 0.6923 -2.5801 -1.0 -0.8 -1.3
F -1.3910 1.0463 -3.1524 -0.4 2.1 1.0
C -0.6724 2.4398 0.1105 -0.1 -0.3 -0.2
C -0.2254 3.8154 0.3650 0.2 0.2 0.5
O -0.2846 2.0010 -1.1021 0.0 1.5 -0.5
H -1.7205 2.2247 0.3549 0.2 0.1 -0.3
F 0.0382 1.5856 1.1223 -0.1 0.1 0.0
H -0.8315 4.4696 0.9895 0.2 -0.1 -0.2
H 0.8217 4.0659 0.1956 -0.4 0.0 -0.1
Cs 0.6422 -1.2679 1.0828 -0.1 0.2 0.1
Li 0.7594 -1.7374 -3.8978 -0.3 1.1 1.7